{
  "formula": "H12MgO10S",
  "method": "ωB97M-V with the def2-TZVPD basis set",
  "homo_energy_ev": -6.90,
  "mol_weight_g_mol": 228.46,
  "total_charge": 0,
  "energy_ha": -1357.9884,
  "de_lowest_kj_mol": 27.4,
  "lumo_energy_ev": -1.54,
  "species": ["S", "Mg", "O", "O", "O", "O", "O", "O", "O", "O", "O", "O", "H", "H", "H", "H", "H", "H", "H", "H", "H", "H", "H", "H"],
  "positions_angstrom": [[1.05911, -1.69357, -1.77157], [0.13475, 0.43453, 0.28919], [1.20085, 1.47341, -1.14321], [0.26561, 2.09265, 1.41229], [0.04047, -0.95716, -0.87887], [-1.15325, -0.39295, 1.72944], [1.35962, -2.97315, -1.13451], [-1.55435, 1.25274, -0.57839], [0.45099, -1.81270, -3.09226], [2.24990, -0.78449, -1.73975], [1.79337, -0.31871, 1.27642], [-2.52738, -2.06631, -0.29350], [-1.94531, 1.05410, -1.43936], [-2.18058, 1.83757, -0.13929], [1.00790, 2.70108, 1.49320], [-0.84577, -1.10253, 2.30505], [2.67974, -0.14290, 0.93508], [-2.03910, -0.17889, 2.03815], [-1.85469, -1.38667, -0.48523], [0.79444, 2.12316, -1.72297], [2.03941, 1.21250, -1.55980], [1.92760, -0.67405, 2.15944], [-2.40024, -2.28801, 0.63164], [-0.50309, 2.59034, 1.70882]],
  "forces_ev_per_angstrom": [[0.59, -0.45, -0.26], [0.70, -0.48, -0.76], [0.34, 1.63, 0.23], [-0.30, 0.87, 0.71], [-1.21, -0.64, -0.04], [-0.01, 0.10, 0.70], [-0.09, 0.44, -0.07], [-0.67, 0.72, 0.14], [0.34, 0.28, 0.38], [0.12, -0.11, -0.10], [0.38, 0.40, 0.66], [-0.58, 0.51, 0.10], [0.28, -0.43, -0.02], [-0.11, 0.00, -0.17], [0.16, -0.15, -0.20], [0.08, -0.11, -0.17], [-0.11, -0.38, -0.53], [-0.08, -0.03, -0.18], [0.39, -0.78, -0.20], [-0.03, -0.03, -0.03], [-0.32, -1.12, -0.14], [-0.03, -0.08, -0.02], [0.14, -0.15, -0.16], [0.04, -0.01, 0.10]],
  "lowdin_charge": [0.31, 0.53, -0.06, -0.02, -0.48, -0.02, -0.37, -0.01, -0.36, -0.42, -0.01, -0.06, 0.12, 0.09, 0.11, 0.11, 0.10, 0.10, -0.02, 0.09, 0.08, 0.09, 0.01, 0.10]
}

{
  "formula": "C4H9N",
  "method": "ωB97M-V with the def2-TZVPD basis set",
  "homo_energy_ev": -7.88,
  "mol_weight_g_mol": 71.12,
  "total_charge": 0,
  "energy_ha": -212.5277,
  "de_lowest_kj_mol": 61.7,
  "lumo_energy_ev": 1.10,
  "species": ["N", "C", "C", "C", "C", "H", "H", "H", "H", "H", "H", "H", "H", "H"],
  "positions_angstrom": [[-0.68050, -0.55734, -0.30304], [0.54677, 1.47325, -0.08586], [-2.02418, -0.11228, 0.00125], [0.55183, 0.14680, -0.03628], [1.79712, -0.68705, 0.08342], [1.55144, 1.90300, 0.12904], [-0.32317, 2.11456, -0.10150], [2.08413, -1.08199, -0.89617], [-2.24024, 0.84952, -0.47576], [-0.58234, -1.57064, -0.26895], [2.63697, -0.10626, 0.47932], [-2.17746, -0.01129, 1.08169], [-2.76369, -0.83095, -0.36828], [1.62329, -1.52931, 0.76111]],
  "forces_ev_per_angstrom": [[1.61, -1.19, 0.07], [1.94, 0.68, 1.21], [0.26, 0.43, 0.19], [-2.60, -0.48, -0.97], [-0.22, -0.11, 0.04], [-1.07, 0.18, -0.30], [0.05, -0.14, -0.24], [-0.03, -0.04, 0.11], [0.04, -0.12, 0.07], [0.00, 0.55, 0.10], [-0.28, -0.02, -0.14], [-0.09, 0.17, 0.01], [0.33, 0.05, -0.05], [0.06, 0.04, -0.10]],
  "lowdin_charge": [-0.08, 0.01, -0.12, -0.42, -0.06, 0.06, 0.04, 0.08, 0.07, 0.11, 0.08, 0.08, 0.08, 0.08]
}

{
  "formula": "C34H37CuNO2P2S2",
  "method": "ωB97M-V with the def2-TZVPD basis set",
  "homo_energy_ev": [0.92, -1.33],
  "mol_weight_g_mol": 681.30,
  "total_charge": -2,
  "energy_ha": -4642.6031,
  "de_lowest_kj_mol": 39.8,
  "s_squared": 0.75,
  "multiplicity": 2,
  "lumo_energy_ev": [4.55, 4.55],
  "species": ["Cu", "S", "S", "P", "P", "O", "O", "N", "C", "C", "C", "C", "C", "C", "C", "C", "C", "C", "C", "C", "C", "C", "C", "C", "C", "C", "C", "C", "C", "C", "C", "C", "C", "C", "C", "C", "C", "C", "C", "C", "C", "C", "H", "H", "H", "H", "H", "H", "H", "H", "H", "H", "H", "H", "H", "H", "H", "H", "H", "H", "H", "H", "H", "H", "H", "H", "H", "H", "H", "H", "H", "H", "H", "H", "H", "H", "H", "H", "H"],
  "positions_angstrom": [[0.18041, 0.12095, 2.04066], [-2.92693, 0.93353, 1.63363], [3.11825, 1.16404, 1.26576], [1.55555, 2.03526, 0.36137], [-1.39210, 2.11648, 1.12473], [0.13876, -0.85538, 3.68012], [-0.74250, -2.89035, -0.68153], [1.12783, -2.90547, 3.09326], [-2.11908, 3.28897, -0.11568], [-0.57033, 4.70252, 4.88317], [2.20402, 4.28371, 1.93035], [1.65575, 3.84921, 0.72731], [0.00392, 1.37147, 0.51925], [3.57863, -2.35146, 2.69830], [3.09054, -2.11058, 5.20388], [-1.08890, 3.20000, 2.58561], [1.15591, 4.79598, -0.16425], [2.23916, 5.63340, 2.24072], [-2.21920, 4.05347, -2.40654], [3.69459, -1.48074, 3.94827], [3.43312, 2.72107, -3.25384], [1.62866, 1.18583, -3.65864], [0.97225, -2.22067, -2.14036], [-0.80461, 5.33791, 3.67416], [1.99573, 2.04995, -1.43666], [-0.58590, 3.31255, 4.93964], [-3.77303, 4.91403, -0.79451], [-0.84761, 2.56704, 3.80507], [-3.20699, 4.10972, 0.17824], [2.70456, 1.92267, -4.13158], [1.19534, 6.14857, 0.13864], [3.08530, 2.77327, -1.91604], [0.80504, -1.90653, 4.07396], [-1.64832, 3.25999, -1.41972], [-3.27778, 4.89232, -2.09426], [-1.46523, -2.54555, 0.50897], [-1.05622, 4.58689, 2.53165], [2.17046, -2.50673, 2.13697], [1.73794, 6.57059, 1.34664], [1.57600, -1.85342, 5.35454], [0.17062, -1.98697, -1.10413], [1.27303, 1.25663, -2.31764], [4.00050, -3.34439, 2.92436], [1.67612, -1.45731, -2.43261], [4.20187, -1.92430, 1.90820], [-0.36630, 5.28206, 5.77701], [3.60638, -1.73758, 6.09801], [0.43091, 0.69386, -1.92891], [-1.83182, 4.01129, -3.41815], [-1.45078, -1.46827, 0.69008], [0.73691, 4.48332, -1.11251], [1.06204, 0.54797, -4.32711], [3.28027, -3.19257, 5.18644], [3.67024, 3.37427, -1.22790], [0.94119, -3.16030, -2.67648], [-0.82450, 2.59682, -1.65187], [0.80048, 6.86819, -0.56938], [4.27924, 3.29563, -3.61442], [-2.49605, -2.86803, 0.35667], [1.86543, -1.54797, 1.70480], [-3.72484, 5.51902, -2.85770], [2.18021, -3.21824, 1.30465], [-4.61245, 5.55377, -0.54471], [-0.39292, 2.80251, 5.87603], [1.41911, -0.85256, 5.76812], [1.76368, 7.62651, 1.59255], [-0.76972, 6.41924, 3.60443], [2.98162, 1.87241, -5.17858], [1.40558, -3.76797, 3.55230], [2.60505, 3.54124, 2.61101], [-0.86393, 1.48254, 3.86827], [4.75699, -1.27778, 4.12163], [3.22218, -0.51330, 3.75622], [-3.61797, 4.09957, 1.18130], [-1.02127, -3.05050, 1.36928], [0.19814, -1.04642, -0.55254], [2.65256, 5.95241, 3.19111], [-1.19979, 5.09957, 1.58914], [1.20849, -2.55330, 6.12770]],
  "forces_ev_per_angstrom": [[-0.01, -0.25, 0.19], [0.11, 0.07, -0.10], [-0.15, 0.07, -0.11], [0.07, 0.09, -0.15], [-0.26, -0.01, -0.29], [-0.01, 0.44, -0.19], [0.08, 0.05, -0.10], [0.22, -0.09, 0.09], [-0.01, -0.05, 0.10], [0.00, 0.07, -0.01], [-0.03, -0.08, -0.04], [0.07, -0.11, -0.08], [0.13, -0.09, 0.54], [0.09, -0.13, 0.00], [-0.03, -0.06, 0.02], [-0.07, 0.04, -0.15], [-0.02, -0.02, -0.03], [0.02, 0.06, 0.01], [-0.04, 0.05, -0.05], [0.02, 0.07, 0.02], [-0.01, -0.02, -0.08], [0.04, 0.03, -0.07], [-0.04, -0.03, 0.04], [0.00, -0.02, 0.07], [-0.03, -0.03, 0.11], [0.03, 0.01, 0.09], [-0.05, 0.06, -0.04], [0.01, -0.06, 0.06], [0.00, -0.02, 0.14], [-0.01, -0.02, -0.03], [0.05, 0.04, 0.11], [0.05, 0.05, 0.06], [-0.24, -0.45, -0.01], [0.09, 0.00, 0.02], [0.01, 0.00, -0.05], [0.06, 0.03, 0.03], [0.01, 0.08, -0.01], [-0.10, 0.09, -0.13], [-0.02, 0.04, -0.02], [0.22, 0.05, 0.17], [-0.08, -0.08, 0.05], [0.01, 0.08, 0.04], [-0.04, 0.01, 0.02], [0.04, -0.04, -0.03], [0.02, 0.04, -0.05], [0.00, 0.01, 0.00], [-0.02, 0.01, 0.01], [0.01, 0.04, -0.02], [-0.01, 0.01, -0.01], [-0.07, -0.03, -0.05], [-0.01, -0.05, 0.01], [0.01, 0.00, -0.02], [0.00, 0.01, -0.04], [-0.03, -0.03, 0.01], [0.01, -0.03, -0.02], [0.02, 0.00, -0.01], [0.00, 0.02, 0.01], [0.00, -0.01, -0.01], [0.02, 0.01, 0.05], [0.01, -0.01, 0.02], [0.00, 0.00, -0.01], [0.02, -0.03, -0.01], [0.00, 0.00, 0.00], [0.01, 0.00, 0.01], [0.00, 0.02, -0.05], [0.01, 0.00, 0.00], [0.00, 0.01, 0.02], [0.00, 0.00, -0.01], [-0.03, 0.04, 0.00], [-0.01, 0.02, 0.00], [-0.02, 0.03, -0.02], [0.03, -0.01, 0.01], [-0.02, 0.03, -0.02], [0.01, 0.00, 0.00], [0.00, 0.04, -0.01], [-0.02, -0.04, 0.05], [-0.01, 0.02, -0.02], [-0.02, -0.01, 0.00], [-0.07, -0.03, -0.01]],
  "lowdin_charge": [0.17, 0.18, 0.22, 0.37, 0.33, -0.20, -0.14, 0.00, -0.33, -0.12, -0.11, -0.33, -0.62, -0.22, -0.23, -0.32, -0.10, -0.11, -0.10, -0.22, -0.11, -0.10, 0.00, -0.11, -0.34, -0.09, -0.11, -0.10, -0.12, -0.12, -0.10, -0.11, -0.50, -0.10, -0.12, -0.07, -0.11, -0.24, -0.12, -0.17, -0.25, -0.12, 0.10, 0.03, 0.09, 0.08, 0.09, 0.08, 0.09, 0.02, 0.10, 0.10, 0.09, 0.10, 0.04, 0.07, 0.09, 0.09, 0.08, 0.05, 0.08, 0.10, 0.09, 0.10, 0.10, 0.09, 0.09, 0.08, 0.09, 0.07, 0.07, 0.10, 0.08, 0.10, 0.08, 0.07, 0.10, 0.09, 0.08]
}

Question: Which formula does entry 1 have?
Answer: H12MgO10S